[1]
An isolated molecule of C3H7BO2 in a non-equilibrium geometry, computed with wB97M-V/def2-TZVPD.

Atoms and positions in Å:
O  2.077  -0.781  -0.735
O  1.546  0.925  0.992
C  -1.074  -1.088  0.612
C  -1.294  0.838  -0.756
C  -0.459  -0.268  -0.221
B  1.299  0.003  -0.001
H  -2.088  0.971  0.020
H  3.072  -0.548  -0.773
H  -1.853  0.395  -1.688
H  -0.727  1.764  -1.020
H  -0.604  -1.865  1.233
H  2.256  0.746  1.631
H  -2.150  -1.093  0.707

Forces on the atoms, in the same order (eV/Å):
O 3.669 0.213 -0.777
O 0.563 -0.403 -0.011
C 0.375 -1.626 0.468
C -1.672 -0.508 -1.760
C 3.434 1.218 1.722
B -4.469 -0.267 0.495
H 0.535 0.711 -0.905
H -2.356 -0.608 0.321
H 1.008 1.280 1.307
H -0.746 -0.721 0.233
H 0.110 0.356 -0.477
H -0.106 0.171 -0.609
H -0.344 0.183 -0.007

**E_HOMO**: -8.92 eV
**Frontier orbital gap**: 9.11 eV
**ΔE to the lowest compared entry with this formula, charge and spin**: 0.877 eV
**Structure (SMILES)**: C=C(C)B(O)O

***

[2]
A cluster of 2 separate species, C5H12NO2 in total in a non-equilibrium geometry, computed with wB97M-V/def2-TZVPD.

Atoms and positions in Å:
O  -0.514  -0.027  2.777
O  -3.652  2.360  -4.662
N  2.071  -0.475  1.594
C  -1.082  -0.798  1.750
C  2.641  0.327  -0.651
C  0.624  -1.108  -0.172
C  -0.703  -0.503  0.307
C  1.899  -0.402  0.276
H  -1.509  -0.633  -0.404
H  0.389  0.142  2.444
H  -0.964  -1.861  2.008
H  3.556  0.721  -0.250
H  -3.089  2.481  -5.454
H  0.588  -1.180  -1.252
H  -0.583  0.593  0.210
H  -2.178  -0.755  1.917
H  2.744  0.145  2.043
H  -3.364  1.502  -4.333
H  0.787  -2.100  0.276
H  2.218  0.710  -1.566

Forces on the atoms, in the same order (eV/Å):
O -0.008 0.627 -0.576
O 0.582 -0.081 -0.818
N -0.633 -0.720 0.887
C -1.869 -1.187 0.770
C -0.436 -0.804 0.800
C 0.294 -0.508 0.277
C 1.046 1.535 0.458
C -0.122 1.913 -0.257
H -0.414 -0.904 -0.020
H 0.725 -0.379 0.222
H 0.736 -0.190 -0.439
H 0.396 0.590 -0.155
H -0.501 0.042 0.653
H 0.188 -0.151 -0.307
H 0.104 -0.105 0.342
H 0.142 0.639 -0.430
H 0.277 0.021 -0.905
H -0.077 0.043 0.176
H -0.516 -0.111 -0.367
H 0.085 -0.267 -0.310

**E_HOMO**: -2.07 eV
**Frontier orbital gap**: 4.79 eV
**ΔE to the lowest compared entry with this formula, charge and spin**: 3.162 eV
**Total charge**: -1

***

[3]
An isolated molecule of C6H12N2O2 in a non-equilibrium geometry, computed with wB97M-V/def2-TZVPD.

Atoms and positions in Å:
O  0.141  3.416  -1.455
O  -0.867  -2.128  -0.880
N  -1.697  3.202  -0.169
N  -0.349  0.686  0.611
C  -0.436  1.205  -0.736
C  0.966  0.414  1.171
C  0.034  -0.695  0.844
C  0.334  -1.655  -0.289
C  1.217  -2.798  0.194
C  -0.599  2.716  -0.761
H  2.162  -2.408  0.596
H  1.827  0.552  0.508
H  -2.316  3.780  -0.746
H  -1.821  3.062  0.826
H  0.856  -1.124  -1.097
H  -0.514  -1.164  1.670
H  0.438  0.977  -1.370
H  1.442  -3.482  -0.636
H  -1.319  0.776  -1.234
H  -1.336  -2.680  -0.246
H  1.126  0.716  2.207
H  0.713  -3.367  0.991

Forces on the atoms, in the same order (eV/Å):
O -0.949 -1.011 0.484
O -0.068 0.022 -0.156
N -1.891 0.865 0.763
N -0.267 0.092 0.389
C 0.711 -0.305 -0.352
C 0.245 0.127 -0.009
C -0.095 -0.163 0.016
C 0.258 0.183 0.045
C 0.123 -0.120 -0.003
C 2.165 0.215 -2.036
H -0.225 -0.124 -0.079
H -0.211 -0.046 0.151
H 0.731 0.124 1.027
H -0.552 -0.241 -0.545
H -0.142 -0.110 0.190
H 0.115 0.107 -0.196
H -0.122 0.036 0.258
H -0.082 0.163 0.232
H 0.158 0.128 0.224
H 0.016 -0.007 0.064
H -0.038 -0.060 -0.302
H 0.120 0.124 -0.165

**E_HOMO**: -9.33 eV
**Frontier orbital gap**: 10.18 eV
**ΔE to the lowest compared entry with this formula, charge and spin**: 2.025 eV
**Structure (SMILES)**: C[C@@H](O)[C@H]1CN1CC(N)=O

***

[4]
A structure of composition C6H10O, computed with wB97M-V/def2-TZVPD.

Atoms and positions in Å:
O  1.445  0.922  0.579
C  0.590  -0.146  -1.431
C  -0.378  0.254  -0.354
C  0.317  0.061  0.993
C  0.826  1.119  -0.679
C  0.802  -1.295  1.467
C  -1.851  0.520  -0.523
H  -2.017  1.179  -1.383
H  0.213  0.011  -2.438
H  -0.027  -1.941  1.781
H  -0.263  0.553  1.786
H  1.371  -1.817  0.692
H  0.953  2.075  -1.186
H  1.258  -0.994  -1.314
H  -2.250  1.033  0.361
H  1.462  -1.148  2.328
H  -2.451  -0.385  -0.680

Forces on the atoms, in the same order (eV/Å):
O -0.242 -0.511 0.251
C 0.074 -0.225 -0.203
C -0.004 0.273 -0.062
C 0.284 0.072 0.212
C -0.366 0.253 -0.268
C -0.006 0.009 -0.023
C 0.020 0.027 -0.032
H -0.005 -0.123 0.079
H 0.075 -0.048 0.054
H 0.037 0.184 -0.059
H 0.240 0.071 -0.122
H -0.096 0.117 0.111
H -0.161 -0.120 0.298
H -0.085 0.077 -0.019
H 0.097 -0.062 -0.154
H -0.071 -0.058 -0.104
H 0.211 0.063 0.040

**E_HOMO**: -8.96 eV
**Frontier orbital gap**: 10.02 eV
**ΔE to the lowest compared entry with this formula, charge and spin**: 1.610 eV

***

[5]
A structure of composition C6H7NS in a non-equilibrium geometry, computed with wB97M-V/def2-TZVPD.

Atoms and positions in Å:
S  2.645  0.447  -0.298
N  -0.913  0.446  0.514
C  2.322  -1.179  0.203
C  -0.235  1.583  -0.156
C  -2.057  -0.049  -0.157
C  0.276  -0.323  0.357
C  1.021  -1.509  0.448
C  1.042  0.799  -0.041
H  -1.640  -0.443  -1.084
H  -0.424  2.644  0.314
H  3.134  -1.889  0.330
H  -0.492  1.894  -1.153
H  0.533  -2.347  0.770
H  -2.465  -0.806  0.527
H  -2.746  0.733  -0.574

Forces on the atoms, in the same order (eV/Å):
S 0.371 -0.827 0.464
N -0.135 1.189 0.338
C 1.188 -1.232 -0.256
C 0.212 3.091 1.393
C -0.566 -0.224 -1.251
C 2.332 3.370 -0.729
C -0.347 2.781 -0.026
C -2.150 -1.378 0.386
H -0.591 -1.008 -0.422
H 0.794 -2.042 0.166
H 0.040 0.301 -0.267
H -0.537 -1.061 -0.980
H -0.225 -2.581 0.678
H -0.646 0.168 -0.836
H 0.259 -0.546 1.343

**E_HOMO**: -7.73 eV
**Frontier orbital gap**: 8.59 eV
**ΔE to the lowest compared entry with this formula, charge and spin**: 3.341 eV

***

[6]
An isolated molecule of C22H25ClN4O4 in a non-equilibrium geometry, computed with wB97M-V/def2-TZVPD.

Atoms and positions in Å:
Cl  4.673  -1.500  1.835
O  -1.400  -5.048  0.130
O  -1.582  1.824  0.746
O  -0.681  0.588  2.257
O  -6.469  0.723  0.916
N  -4.017  0.736  -0.043
N  3.932  0.532  -0.283
N  -1.405  0.745  1.291
N  0.518  -3.894  0.220
C  -3.494  -1.487  -0.838
C  -2.723  -2.619  -0.778
C  1.981  -0.731  -1.021
C  -2.008  -0.405  0.704
C  -1.595  -2.689  0.048
C  -3.191  -0.341  -0.073
C  3.347  -1.600  0.726
C  4.135  2.938  -0.133
C  1.131  -1.810  -0.908
C  -1.266  -1.581  0.801
C  -5.038  0.973  -1.033
C  1.369  -2.793  0.048
C  -0.839  -3.970  0.124
C  6.147  1.487  0.051
C  -6.414  0.552  -0.485
C  3.116  -0.583  -0.214
C  5.631  2.843  -0.417
C  5.336  0.377  -0.610
C  -5.701  1.819  1.347
C  -4.197  1.542  1.147
C  3.390  1.775  -0.788
C  2.502  -2.684  0.849
H  7.202  1.368  -0.201
H  0.965  -4.775  0.442
H  2.708  -3.434  1.597
H  6.040  1.406  1.133
H  5.468  0.434  -1.705
H  -6.006  2.734  0.820
H  3.492  1.846  -1.884
H  -5.916  1.943  2.409
H  3.733  3.881  -0.505
H  -6.608  -0.509  -0.659
H  -4.378  -1.498  -1.454
H  -2.992  -3.491  -1.355
H  6.163  3.649  0.091
H  -5.035  2.048  -1.245
H  -3.640  2.486  1.072
H  0.284  -1.896  -1.571
H  5.686  -0.601  -0.283
H  -7.205  1.143  -0.972
H  -0.407  -1.576  1.456
H  5.806  2.949  -1.491
H  1.776  0.012  -1.775
H  -3.818  0.985  2.008
H  -4.808  0.453  -1.961
H  3.968  2.896  0.945
H  2.332  1.832  -0.527

Forces on the atoms, in the same order (eV/Å):
Cl 0.080 0.024 0.186
O -0.122 -0.052 -0.092
O 0.196 -0.011 -0.005
O 0.008 0.029 0.157
O -0.068 -0.173 0.122
N -0.016 0.002 -0.107
N 0.082 0.259 0.125
N 0.441 0.799 0.242
N 0.353 -0.503 0.201
C 0.023 0.051 -0.053
C 0.253 -0.015 0.154
C 0.211 0.043 0.074
C -0.461 -1.159 -0.495
C -0.363 0.140 0.080
C 0.259 0.045 0.189
C -0.043 0.073 -0.221
C 0.020 0.009 -0.314
C 0.099 -0.242 0.038
C -0.172 0.022 -0.012
C -0.292 -0.030 0.009
C 0.412 0.470 -0.156
C -0.130 0.013 0.080
C 0.009 -0.036 -0.300
C 0.003 -0.006 -0.215
C -0.275 -0.390 0.064
C -0.054 -0.040 0.274
C 0.347 -0.075 0.078
C 0.141 0.056 0.029
C -0.159 0.322 0.212
C -0.099 0.260 0.266
C -0.304 -0.055 -0.176
H 0.044 -0.020 0.021
H -0.193 0.073 -0.080
H 0.015 -0.040 0.114
H 0.025 -0.060 0.058
H 0.013 -0.043 0.019
H 0.021 -0.035 0.064
H -0.071 -0.013 -0.006
H 0.063 0.112 -0.087
H -0.038 0.039 0.020
H 0.016 0.086 -0.065
H -0.114 0.031 -0.018
H -0.063 -0.084 -0.043
H 0.031 0.042 -0.066
H 0.000 -0.108 -0.087
H -0.151 -0.125 0.138
H -0.033 0.011 -0.058
H -0.031 0.079 -0.103
H 0.081 -0.082 0.012
H 0.032 0.017 -0.029
H 0.039 0.046 -0.052
H 0.007 0.099 -0.078
H -0.011 0.055 -0.065
H -0.014 0.089 0.002
H -0.072 0.019 0.037
H 0.026 -0.022 -0.083

**E_HOMO**: -7.76 eV
**Frontier orbital gap**: 7.46 eV
**ΔE to the lowest compared entry with this formula, charge and spin**: 3.114 eV
**Structure (SMILES)**: O=C(Nc1ccc(N2CCCCC2)c(Cl)c1)c1ccc(N2CCOCC2)c([N+](=O)[O-])c1

***

Q: What is the formula in the first record?
A: C3H7BO2